Density functional theory data (wB97M-V/def2-TZVPD) for a 8-piece molecular cluster, C46H106O17 overall at a distorted geometry.

Its spin multiplicity is 2. The charge is +1. The total energy comes out at -3094.6139 hartree. The max |F| is 3.553 eV/Å.

Element x y z (Å)
C 0.87744 0.09662 -6.54945
C -0.38722 -0.60406 -6.15716
C -1.28174 0.24169 -5.28309
C -2.21311 1.12227 -6.18684
C -3.21070 2.03776 -5.46822
C -4.34347 1.27749 -4.71660
H 1.41891 0.46036 -5.67618
H 0.70184 0.94135 -7.21553
H 1.62070 -0.47837 -7.10176
H -0.85235 -1.04478 -7.03893
H -0.08750 -1.52594 -5.65878
H -0.83616 0.84684 -4.49357
H -1.92712 -0.46755 -4.76485
H -1.51964 1.69544 -6.80223
H -2.71412 0.45166 -6.88496
H -2.76658 2.76282 -4.78620
H -3.62418 2.67844 -6.24711
H -3.92714 0.46594 -4.11982
H -4.89271 1.94979 -4.05748
H -5.16125 0.82383 -5.27654
C -5.63993 1.39619 -0.34029
C -5.81043 0.19786 0.53887
C -4.45272 -0.30426 1.06979
C -4.50366 -1.32663 2.20878
C -3.15965 -2.00944 2.41716
C -3.16843 -3.07965 3.51105
H -5.11371 2.19207 0.18673
H -6.57469 1.93971 -0.47783
H -5.08780 1.28060 -1.27297
H -6.41822 0.48850 1.39574
H -6.34175 -0.59767 0.01645
H -3.73784 0.48206 1.31213
H -3.96030 -0.76371 0.21274
H -4.76244 -0.74075 3.09076
H -5.24731 -2.08211 1.95512
H -2.83947 -2.45546 1.47554
H -2.45406 -1.19809 2.59588
H -3.95946 -3.82140 3.40066
H -2.24248 -3.65095 3.57693
H -3.21392 -2.64431 4.50931
C -1.49582 3.87109 5.44262
O -0.63357 4.17773 4.33487
C 0.61830 3.61101 4.33515
C 1.45362 4.43035 3.32401
O 0.86883 4.39186 2.06113
C 1.51724 5.15037 1.02837
C 1.37176 6.68835 1.20737
O 2.24316 7.41791 0.41566
C 1.88739 8.80646 0.45418
H -1.05208 4.19904 6.38264
H -1.55161 2.78283 5.41685
H -2.51042 4.26047 5.35854
H 0.54779 2.57507 4.00359
H 1.11405 3.61444 5.30589
H 2.47325 4.04519 3.31260
H 1.48790 5.45693 3.68876
H 1.09678 4.84860 0.06907
H 2.54756 4.80274 0.95310
H 1.54503 7.08812 2.20650
H 0.34612 6.92197 0.92173
H 1.69342 9.18605 1.45736
H 1.07448 9.11292 -0.20412
H 2.68138 9.41611 0.02289
C 3.21639 0.36030 3.34003
O 3.55805 -0.51839 4.42400
C 3.86191 -1.88984 4.08456
C 4.56640 -2.61275 5.28577
O 3.77316 -2.39576 6.45147
C 4.12831 -3.33506 7.50490
C 3.43680 -2.86260 8.77204
O 4.06234 -1.71542 9.30219
C 3.56254 -0.45908 8.73929
H 2.58859 -0.14996 2.60955
H 4.19527 0.53475 2.89344
H 2.81065 1.31462 3.67580
H 4.42841 -1.92156 3.15388
H 2.96600 -2.40403 3.73661
H 5.51156 -2.09737 5.45649
H 4.56660 -3.68741 5.10349
H 5.21134 -3.31076 7.62547
H 3.80849 -4.35420 7.28770
H 3.58770 -3.53838 9.61386
H 2.37223 -2.75251 8.56554
H 2.51442 -0.26296 8.96529
H 3.65050 -0.48832 7.65325
H 4.04218 0.44048 9.12510
C -4.36041 2.89700 3.23284
O -4.00237 3.85615 2.26118
C -2.71164 3.60101 1.62979
C -2.48004 4.55195 0.43861
O -2.95742 4.08633 -0.79609
C -2.97236 5.13324 -1.83423
C -1.61399 5.54947 -2.42935
O -0.79956 4.66183 -3.15490
C -0.72373 3.38704 -2.54453
H -4.53362 1.92676 2.76728
H -5.30609 3.19087 3.68828
H -3.61051 2.68187 3.99406
H -2.63075 2.55689 1.32751
H -1.89451 3.75504 2.33454
H -1.44710 4.88413 0.33464
H -2.94252 5.44535 0.85820
H -3.59739 5.93829 -1.44781
H -3.56953 4.68464 -2.62811
H -1.06085 6.04485 -1.63139
H -1.79278 6.36585 -3.12910
H -0.21681 2.79764 -3.30855
H -1.68176 2.91479 -2.32716
H -0.16865 3.51311 -1.61496
C -2.64137 -2.73776 -1.87892
O -1.28441 -2.90950 -1.35992
C -0.17060 -2.62946 -2.25634
C -0.15846 -3.56291 -3.56856
O -0.08248 -4.94333 -3.22870
C 0.67433 -5.81031 -4.02881
C 0.16948 -5.98339 -5.50097
O 0.06350 -4.77756 -6.20657
C -0.56808 -4.82567 -7.41708
H -3.39376 -3.02460 -1.14424
H -2.75880 -3.31003 -2.79915
H -2.79884 -1.67948 -2.08710
H 0.75658 -2.77072 -1.70093
H -0.07567 -1.59707 -2.59290
H 0.69509 -3.24281 -4.16613
H -1.05735 -3.37900 -4.15702
H 0.64266 -6.81953 -3.61824
H 1.70029 -5.44320 -4.05606
H -0.86755 -6.30552 -5.40661
H 0.75108 -6.77961 -5.96561
H -0.19879 -5.66283 -8.00944
H -0.27693 -3.94403 -7.98809
H -1.65377 -4.73291 -7.44434
C 0.49024 -3.76192 1.44944
O 1.78069 -4.13632 1.77388
C 2.15505 -5.36250 1.18136
C 2.55933 -5.26201 -0.28023
O 3.77946 -4.52684 -0.40910
C 3.76079 -3.13020 -0.30330
C 5.00466 -2.50047 -0.98839
O 5.05727 -2.41744 -2.40996
C 4.98966 -3.66727 -3.14837
H 0.28407 -2.89075 2.07126
H -0.29614 -4.49169 1.64218
H 0.40891 -3.41114 0.42064
H 1.50700 -6.19532 1.45436
H 3.04569 -5.51922 1.78990
H 1.81754 -4.91011 -0.99717
H 2.67852 -6.29493 -0.60728
H 3.86827 -2.86079 0.74739
H 2.87168 -2.59979 -0.64425
H 5.94965 -2.86360 -0.58438
H 4.98791 -1.45955 -0.66541
H 5.44630 -3.45397 -4.11483
H 4.00289 -4.10183 -3.30822
H 5.67270 -4.38748 -2.69798
O 3.22259 0.91102 -0.37121
C 2.42176 0.51266 -1.23886
O 1.14299 0.41249 -1.03563
C 0.55952 0.81906 0.18892
C -0.93312 0.45419 0.15067
C 2.85068 0.15314 -2.70278
H 0.72356 1.89121 0.29697
H 0.97059 0.33211 1.07322
H -1.43450 0.40924 1.11747
H -1.10785 -0.48740 -0.36989
H -1.51921 1.14531 -0.45511
H 3.89194 0.43133 -2.86555
H 2.28537 0.78414 -3.38860
H 2.78175 -0.89984 -2.97584

Atoms 1-2, force components in eV/Å:
1.0 0.8 -0.6
1.2 -0.9 0.2